(1)
{"formula": "C6H7Cl2N2", "method": "wB97M-V/def2-TZVPD", "species": ["N", "C", "C", "C", "N", "C", "C", "Cl", "C", "Cl", "H", "H", "H", "H", "H", "H", "H"], "xyz": [[0.6945, -2.5736, 0.6430], [0.2383, -1.3318, 0.5743], [-0.5181, -0.7464, 1.6190], [-0.9683, 0.5362, 1.5067], [-0.7021, 1.2596, 0.4089], [0.0086, 0.7740, -0.6254], [0.2524, 1.6597, -1.8077], [-0.4989, 3.2756, -1.6106], [0.4894, -0.5171, -0.5666], [1.4044, -1.1597, -1.8842], [0.5176, -3.1511, 1.4487], [1.2304, -2.9544, -0.1226], [-0.7352, -1.3225, 2.5035], [-1.5467, 1.0112, 2.2838], [-1.0276, 2.2249, 0.2960], [-0.1642, 1.2074, -2.7118], [1.3257, 1.8079, -1.9550]], "forces_ev_per_a": [[0.09, -0.14, -0.06], [-0.08, 0.46, -0.21], [-0.01, 0.19, -0.14], [0.06, -0.53, 0.31], [0.02, 0.34, -0.32], [0.18, -0.53, 0.07], [-0.03, 0.42, -0.27], [0.19, -0.30, -0.14], [-0.11, 0.21, 0.05], [-0.15, 0.13, 0.19], [0.03, 0.01, -0.06], [-0.04, -0.06, 0.12], [-0.06, 0.01, 0.11], [-0.02, 0.07, -0.02], [0.02, -0.31, 0.20], [0.07, 0.06, 0.15], [-0.17, -0.04, 0.03]], "mulliken_charge": [-0.384, 0.922, -0.678, -0.498, 0.006, 0.178, -0.655, -0.215, 0.422, -0.199, 0.221, 0.173, 0.366, 0.411, 0.151, 0.389, 0.389], "total_charge": 1, "smiles": "[NH2+]=c1cc[nH]c(CCl)c1Cl", "e_homo_ev": [-13.6, -13.6], "multiplicity": 1, "e_above_lowest_ev": 0.0000}

(2)
{"formula": "C33H30N6O2S5Ta", "method": "wB97M-V/def2-TZVPD", "species": ["Ta", "C", "C", "C", "C", "C", "N", "C", "C", "C", "N", "C", "C", "C", "C", "C", "C", "C", "C", "N", "C", "C", "C", "N", "C", "C", "C", "C", "O", "C", "O", "H", "H", "H", "H", "H", "H", "H", "H", "H", "H", "H", "H", "H", "H", "H", "H", "H", "H", "H", "H", "H", "H", "H", "H", "H", "H", "H", "H", "S", "C", "S", "S", "S", "C", "C", "C", "C", "N", "C", "C", "C", "S", "C", "N", "H", "H"], "xyz": [[-0.4571, 0.9451, 0.5139], [-3.7615, -5.6008, 0.8921], [-2.8565, -4.3997, 0.9743], [-2.0098, -4.1915, 2.0361], [-1.1765, -3.0573, 2.1289], [-0.4049, -2.9344, 3.3111], [0.3951, -1.9731, 3.6489], [1.0011, -1.9278, 4.9894], [2.4352, -1.4286, 5.0572], [2.6444, 0.0666, 4.8140], [2.6953, 0.3952, 3.3941], [3.7957, 0.4954, 2.7198], [3.9029, 0.7010, 1.3241], [5.1862, 0.9525, 0.7935], [5.4008, 1.1543, -0.5465], [6.7687, 1.4268, -1.1142], [4.2772, 1.0647, -1.3762], [2.9983, 0.8163, -0.9059], [1.9348, 0.7044, -1.8792], [0.6732, 0.6253, -1.6972], [-0.0686, 0.4540, -2.9666], [-1.2980, 1.3314, -3.0128], [-2.4098, 0.7051, -2.1898], [-1.8735, -0.0757, -1.0542], [-2.2895, -1.2822, -1.0006], [-2.0856, -2.2666, 0.0402], [-2.8687, -3.4117, -0.0121], [-1.1850, -2.0749, 1.1054], [-0.3631, -1.0716, 1.1489], [2.7687, 0.6329, 0.4716], [1.5953, 0.3703, 0.9424], [-3.3887, -6.4169, 1.5090], [-3.8433, -5.9628, -0.1324], [-4.7665, -5.3547, 1.2382], [-1.9817, -4.9166, 2.8438], [-0.5111, -3.7291, 4.0454], [0.4745, -1.1943, 2.9906], [0.9661, -2.9442, 5.3792], [0.3683, -1.3148, 5.6308], [3.0789, -2.0056, 4.3879], [2.7700, -1.6427, 6.0738], [3.5816, 0.3833, 5.2702], [1.8423, 0.6555, 5.2606], [1.8071, 0.5792, 2.9111], [4.7168, 0.4043, 3.2917], [6.0256, 0.9969, 1.4810], [7.4669, 1.7221, -0.3326], [6.7335, 2.2278, -1.8525], [7.1730, 0.5407, -1.6068], [4.4093, 1.1973, -2.4464], [2.3023, 0.6755, -2.9072], [-0.3438, -0.5999, -3.0606], [0.5932, 0.6915, -3.8000], [-1.6421, 1.4259, -4.0431], [-1.0429, 2.3315, -2.6621], [-2.9902, 0.0310, -2.8235], [-3.0868, 1.4595, -1.7931], [-2.9473, -1.6246, -1.8007], [-3.5414, -3.5301, -0.8566], [-0.2452, 5.3687, -1.0114], [-0.3227, 3.9250, -0.3010], [-1.7477, 2.9267, -0.1125], [0.9815, 2.9977, 0.3699], [-0.2862, 1.6172, 2.9159], [-1.4788, 0.7014, 3.8176], [-1.3444, 0.5053, 5.1813], [-2.2246, -0.3224, 5.8726], [-1.9410, -0.6338, 7.2446], [-1.6351, -0.9219, 8.3148], [-3.2958, -0.9095, 5.1879], [-3.4891, -0.6271, 3.8407], [-2.5907, 0.1776, 3.1452], [-2.8311, 0.5593, 1.4725], [-4.1745, -1.8315, 5.8532], [-4.8567, -2.6017, 6.3641], [-0.5303, 0.9742, 5.7206], [-4.3381, -1.0548, 3.3231]], "forces_ev_per_a": [[0.09, -0.08, -0.25], [0.04, 0.05, -0.01], [-0.07, -0.10, 0.00], [0.03, -0.02, 0.06], [-0.03, -0.01, -0.07], [-0.03, -0.06, 0.04], [0.05, 0.03, 0.04], [0.01, 0.00, 0.00], [0.02, -0.03, -0.05], [0.03, 0.01, -0.01], [0.02, -0.02, 0.07], [0.01, -0.01, 0.05], [0.03, -0.03, -0.04], [0.00, -0.01, 0.10], [0.05, 0.02, -0.09], [-0.06, -0.01, 0.01], [0.04, -0.02, -0.03], [-0.01, 0.00, -0.07], [0.13, 0.00, -0.04], [-0.08, -0.01, 0.15], [0.02, 0.03, -0.05], [0.03, 0.03, -0.02], [-0.04, -0.02, -0.02], [-0.04, 0.01, 0.02], [-0.05, -0.02, -0.03], [-0.02, -0.03, 0.00], [-0.02, 0.02, -0.04], [0.06, 0.02, 0.05], [0.01, -0.05, -0.05], [0.01, 0.06, 0.03], [-0.17, 0.01, 0.12], [0.00, 0.01, 0.00], [0.01, 0.01, 0.01], [0.00, 0.01, 0.00], [0.01, 0.01, -0.02], [0.02, 0.00, -0.01], [-0.02, 0.02, 0.03], [-0.03, -0.01, 0.00], [-0.03, 0.04, -0.02], [0.00, 0.01, 0.01], [0.00, 0.01, 0.01], [0.02, 0.01, -0.02], [0.00, 0.01, -0.01], [0.01, 0.00, -0.02], [-0.01, 0.01, 0.00], [-0.02, 0.00, -0.01], [-0.01, -0.01, 0.00], [0.00, 0.00, 0.01], [-0.01, 0.00, 0.00], [0.00, 0.00, 0.02], [0.00, 0.01, 0.00], [0.01, -0.01, 0.00], [0.00, -0.01, 0.00], [0.03, 0.01, -0.01], [-0.03, 0.00, 0.00], [-0.01, -0.03, 0.04], [0.00, 0.01, 0.01], [0.01, 0.00, -0.02], [0.01, 0.00, 0.01], [-0.01, 0.05, 0.04], [0.04, -0.10, -0.13], [-0.13, 0.13, -0.02], [0.14, 0.09, 0.04], [0.09, 0.08, 0.12], [-0.02, -0.02, -0.02], [0.05, -0.03, 0.06], [0.04, 0.02, 0.02], [-0.03, -0.06, -0.01], [0.00, 0.05, -0.03], [-0.03, 0.00, -0.01], [-0.05, -0.05, 0.02], [0.04, 0.06, 0.03], [-0.17, -0.09, 0.01], [0.02, 0.01, 0.00], [0.00, 0.01, -0.03], [0.00, -0.01, 0.00], [0.02, 0.00, 0.01]], "mulliken_charge": [1.205, -1.651, 0.023, -1.204, 0.446, 0.394, 0.490, -0.267, -0.980, -0.743, 0.318, 0.074, 0.077, -0.948, 0.073, -1.558, -0.690, 1.370, -0.496, -0.070, -1.022, -0.535, -1.057, -0.004, -0.432, 1.117, -0.738, 0.427, -0.645, -0.220, 0.168, 0.403, 0.405, 0.327, 0.439, 0.403, -0.217, 0.590, -0.136, 0.342, 0.482, 0.551, 0.155, -0.800, 0.510, 0.423, 0.378, 0.386, 0.327, 0.495, 0.295, 0.276, 0.611, 0.464, 0.082, 0.578, 0.308, 0.297, 0.533, -0.172, 0.286, -0.284, -0.290, -0.265, 0.281, -0.947, 0.564, -0.028, -0.522, 0.416, -0.882, 0.923, -0.339, -0.333, -0.484, 0.662, 0.585], "total_charge": 1, "e_homo_ev": -10.0, "multiplicity": 1, "e_above_lowest_ev": 0.2032}

(3)
{"formula": "C6H12S", "method": "wB97M-V/def2-TZVPD", "species": ["C", "S", "C", "C", "C", "C", "C", "H", "H", "H", "H", "H", "H", "H", "H", "H", "H", "H", "H"], "xyz": [[0.5622, 0.8382, -2.4209], [0.0506, 0.2459, -0.8470], [-0.7649, -1.3844, -1.3722], [1.5298, 0.4113, 0.0225], [1.4165, -0.0548, 1.4765], [-0.0148, 0.2862, 1.8938], [-0.9789, 0.6294, 0.7678], [-0.1339, 0.8510, -3.3456], [1.0840, 1.7972, -2.1590], [-1.5141, -1.4463, -0.6548], [-1.0635, -1.1169, -2.3638], [-0.0575, -2.2020, -1.4797], [2.3687, 0.4278, -0.7099], [1.6859, -1.1431, 1.5071], [2.1261, 0.6055, 2.0197], [-0.5441, -0.4340, 2.5412], [-0.0300, 1.1794, 2.5555], [-1.8139, -0.0179, 0.6023], [-1.2672, 1.7347, 0.8231]], "forces_ev_per_a": [[-1.23, 0.84, 0.19], [3.23, 0.23, -0.01], [1.78, 1.66, -0.69], [-1.65, -0.18, -1.31], [1.01, 0.41, -1.71], [-1.31, 0.51, 1.65], [0.59, 1.42, -1.60], [0.85, -0.01, 1.99], [-0.60, -0.80, -0.70], [-1.49, -1.02, 0.79], [-0.80, -0.07, -0.48], [0.09, 0.12, 0.60], [-0.51, -0.48, 1.20], [-0.27, 0.89, 0.72], [-0.28, -0.98, 0.16], [0.65, -0.32, -0.30], [0.44, -0.42, -0.46], [-0.78, -0.11, 0.57], [0.27, -1.69, -0.62]], "mulliken_charge": [-1.035, 0.704, -1.075, -0.686, -0.339, -0.575, -0.697, 0.236, 0.302, 0.430, 0.338, 0.266, 0.403, 0.236, 0.257, 0.277, 0.255, 0.381, 0.322], "smiles": "C=[S@@]1(C)=CCCC1", "e_homo_ev": -6.8, "multiplicity": 1, "e_above_lowest_ev": 6.0006}

(4)
{"formula": "C7H17NO", "method": "wB97M-V/def2-TZVPD", "species": ["C", "C", "N", "C", "C", "C", "O", "H", "H", "H", "H", "H", "H", "H", "H", "H", "H", "H", "C", "C", "H", "H", "H", "H", "H", "H"], "xyz": [[-2.0849, -2.5394, -0.2821], [-0.7969, -2.3253, -1.1160], [-0.1119, -1.0902, -0.6826], [-0.8049, 0.1081, -1.1512], [1.2618, -0.8528, -0.8568], [2.0852, -1.9252, -0.1519], [1.7265, 0.2284, -1.1659], [-2.8971, -2.0937, -0.8619], [-1.9512, -2.0896, 0.6418], [-2.3127, -3.5742, -0.4071], [-0.1200, -3.1816, -0.8541], [-0.8028, -2.4263, -2.3144], [-1.1061, 0.0366, -2.2250], [-1.8511, 0.1757, -0.7339], [-0.2419, 0.9699, -0.9384], [2.1007, -2.9320, -0.5505], [3.0635, -1.5022, -0.0501], [1.5879, -1.9670, 0.9351], [-0.1066, 3.2391, 2.1355], [0.9874, 3.4891, 1.0920], [0.0188, 3.9476, 2.9312], [-1.0605, 3.2569, 1.6368], [-0.1097, 2.2196, 2.6373], [0.5381, 3.3220, 0.1025], [1.8944, 2.9138, 1.0850], [1.0936, 4.5930, 1.1447]], "forces_ev_per_a": [[0.08, 0.21, -4.55], [2.15, -1.24, -0.58], [-0.40, 1.59, -2.01], [-3.53, -1.18, -0.58], [-0.03, -1.02, 1.66], [-1.16, 0.47, 2.16], [-0.05, -0.81, -0.22], [-0.20, 0.49, 0.53], [-0.01, 0.26, 1.93], [-0.12, -0.91, 1.01], [-0.38, 0.78, -0.08], [-0.75, 0.56, 2.51], [0.95, 0.16, 0.26], [1.16, -0.05, 0.36], [0.41, 0.98, 0.13], [-0.04, 0.01, -0.23], [0.69, -0.16, 0.04], [1.22, -0.11, -2.30], [0.69, -2.37, 0.56], [-1.61, 1.10, -0.86], [-0.50, 0.40, 0.41], [-0.52, 0.59, 0.16], [0.37, 0.99, -0.67], [0.26, -0.08, 0.09], [0.47, 0.03, 0.59], [0.86, -0.68, -0.30]], "mulliken_charge": [-1.316, -0.336, 0.200, -1.119, 0.660, -1.183, -0.578, 0.276, 0.398, 0.436, 0.278, 0.344, 0.368, 0.293, 0.340, 0.328, 0.366, 0.241, -0.822, -0.736, 0.330, 0.247, 0.236, 0.192, 0.272, 0.285], "smiles": "CCN(C)C(C)=O.CC", "e_homo_ev": -9.4, "multiplicity": 1, "e_above_lowest_ev": 2.2506}

(5)
{"formula": "C15H23AsF6I2IrNSSe2Te", "method": "wB97M-V/def2-TZVPD", "species": ["Ir", "C", "Se", "C", "C", "Se", "C", "H", "H", "H", "H", "H", "H", "H", "H", "H", "H", "I", "C", "I", "H", "H", "S", "C", "N", "C", "C", "C", "C", "C", "C", "Te", "C", "C", "C", "H", "H", "H", "H", "H", "H", "H", "H", "H", "H", "H", "F", "As", "F", "F", "F", "F", "F"], "xyz": [[-0.6111, 1.9139, 0.3801], [2.8352, 1.6122, 1.0267], [1.6479, 1.4970, -0.5036], [1.9938, 3.2496, -1.2936], [1.6934, 4.3869, -0.3495], [-0.0869, 4.3226, 0.4761], [-1.1849, 5.1536, -0.8941], [3.8437, 1.7466, 0.6397], [2.7857, 0.6567, 1.5470], [2.5684, 2.4311, 1.6898], [1.3690, 3.2637, -2.1815], [3.0410, 3.2483, -1.6000], [1.7495, 5.3477, -0.8618], [2.3822, 4.4240, 0.4929], [-0.7346, 6.1217, -1.1027], [-2.1653, 5.3015, -0.4476], [-1.2398, 4.5395, -1.7846], [-0.1073, 1.5912, 2.9027], [-2.0758, 2.2904, 3.3535], [-3.0496, 2.4249, 1.4558], [-2.0051, 3.2797, 3.7909], [-2.5869, 1.5792, 3.9931], [-3.3779, -1.0917, 0.1755], [-3.2129, -2.6495, 0.7900], [-3.0944, -3.7148, 1.2133], [1.7215, -6.1784, 1.1966], [1.0683, -4.8750, 0.8512], [0.9806, -4.4412, -0.4681], [0.3743, -3.2453, -0.8197], [0.3244, -2.8723, -2.2827], [-0.1696, -2.4669, 0.2260], [-1.0366, -0.7000, -0.4949], [-0.1237, -2.8847, 1.5631], [-0.8093, -2.1585, 2.6797], [0.5135, -4.0799, 1.8485], [2.1130, -6.6778, 0.3135], [1.0036, -6.8442, 1.6776], [2.5417, -6.0237, 1.8988], [1.3994, -5.0572, -1.2541], [0.8594, -3.6169, -2.8672], [0.7884, -1.9062, -2.4910], [-0.7004, -2.8417, -2.6594], [-1.1967, -1.2005, 2.3416], [-0.1358, -1.9983, 3.5230], [-1.6556, -2.7464, 3.0385], [0.5452, -4.4201, 2.8775], [-1.4344, 1.9897, -1.5128], [-1.2627, 2.0429, -3.5544], [-2.7211, 2.9039, -3.4246], [-0.4167, 3.5276, -3.2792], [-1.0764, 2.0572, -5.2164], [0.2206, 1.2284, -3.1788], [-2.0924, 0.5595, -3.4401]], "forces_ev_per_a": [[0.17, -1.18, -0.56], [-0.02, -0.07, 0.01], [-0.09, 0.08, -0.05], [-0.04, 0.03, 0.02], [0.01, -0.02, 0.07], [-0.02, 0.22, 0.07], [-0.03, 0.03, 0.01], [0.00, 0.00, 0.00], [0.00, 0.00, 0.00], [0.03, 0.03, -0.02], [0.00, 0.02, -0.06], [0.01, -0.02, 0.03], [-0.03, -0.01, -0.02], [0.02, 0.02, -0.02], [0.00, 0.01, 0.01], [0.00, 0.00, 0.02], [0.00, 0.08, 0.12], [-0.01, 0.13, 0.23], [0.01, 0.03, -0.02], [0.05, -0.06, 0.04], [-0.01, -0.01, 0.02], [0.01, -0.02, -0.02], [0.05, 0.04, -0.03], [-0.04, -0.06, -0.11], [-0.08, 0.01, -0.05], [0.01, 0.00, 0.00], [0.00, 0.01, 0.00], [0.01, -0.01, 0.00], [0.05, 0.03, 0.02], [0.00, -0.01, 0.01], [0.28, 0.15, -0.10], [-0.45, 0.02, 0.11], [-0.07, 0.05, 0.05], [0.08, 0.02, 0.13], [-0.03, -0.04, -0.02], [0.00, 0.00, 0.00], [0.00, 0.00, 0.00], [0.00, 0.00, 0.00], [0.00, -0.01, 0.00], [0.00, 0.00, 0.00], [0.00, 0.01, -0.01], [0.01, 0.02, 0.00], [-0.07, 0.15, 0.05], [0.02, 0.04, -0.02], [0.09, 0.02, 0.01], [-0.01, 0.00, 0.00], [0.01, 0.52, 0.12], [-0.01, -0.17, 0.02], [-0.01, -0.02, 0.00], [0.12, -0.08, -0.08], [0.00, 0.00, -0.01], [0.00, 0.00, 0.01], [0.03, -0.01, 0.01]], "mulliken_charge": [0.816, -1.267, 0.229, -0.426, -0.870, 0.258, -0.848, 0.414, 0.354, 0.401, 0.146, 0.554, 0.529, 0.412, 0.406, 0.369, 0.228, 0.175, -0.868, 0.187, 0.506, 0.489, -0.262, 0.384, -0.363, -1.506, 0.471, -0.953, 0.311, -1.984, 0.669, 1.381, 0.867, -1.762, -0.540, 0.368, 0.362, 0.363, 0.328, 0.412, 0.391, 0.416, -0.154, 0.531, 0.393, 0.503, -0.612, 1.930, -0.410, -0.480, -0.384, -0.442, -0.418], "total_charge": 2, "e_homo_ev": -14.2, "multiplicity": 1, "e_above_lowest_ev": 0.7540}

(6)
{"formula": "CH5O3", "method": "wB97M-V/def2-TZVPD", "species": ["O", "H", "H", "H", "O", "C", "O", "H", "H"], "xyz": [[1.3850, -1.3043, -0.5000], [0.9191, -2.1507, -0.6063], [1.8355, -1.0236, -1.3125], [1.0054, -0.6010, 0.2179], [0.2082, 0.2840, 0.9665], [-0.5757, 0.9827, 0.3679], [-1.2960, 0.5305, -0.6546], [-0.6741, 2.0615, 0.5794], [-2.1886, 0.2077, -0.4483]], "forces_ev_per_a": [[0.52, -0.43, 0.00], [-0.03, 0.20, 0.10], [-0.07, 0.14, 0.14], [-0.81, -0.12, -0.17], [0.97, 0.00, -0.07], [-0.62, 0.58, 0.02], [0.05, -0.23, -0.18], [-0.09, -0.34, 0.15], [0.07, 0.20, 0.01]], "mulliken_charge": [-0.404, 0.415, 0.421, 0.442, -0.492, 0.300, -0.439, 0.377, 0.380], "total_charge": 1, "e_homo_ev": -16.9, "multiplicity": 1, "e_above_lowest_ev": 0.8647}

- Number 6 is which compound?
  CH5O3